Below is a cluster of 17 separate species, CH32O19 in total in a non-equilibrium geometry, with properties calculated with the ωB97M-V functional and the def2-TZVPD basis.

Structure (ORCA input):
```
! wB97M-V def2-TZVPD RIJCOSX def2/J DEFGRID3
* xyz -2 1
C 0.1055 0.1430 -0.0268
O 0.4895 0.6320 -1.2788
O 0.9255 0.0280 0.8802
O -1.1675 -0.0250 0.2162
O 0.4955 -2.9030 -0.8328
H 0.8875 -2.0620 -1.0448
H 0.9855 -3.5270 -1.3558
O 0.6145 3.1230 -0.8398
H -0.2475 3.4560 -0.9848
H 0.5205 2.1200 -0.9058
O -2.1225 2.2870 0.8122
H -1.5985 1.5290 0.4992
H -1.9535 2.4130 1.7092
O -2.1405 0.1790 2.7742
H -1.5445 -0.0550 1.9882
H -1.6095 0.6590 3.4142
O -1.5665 1.8630 -2.3698
H -2.4045 1.3900 -2.4678
H -0.9655 1.3400 -1.8548
O -2.8475 -1.3780 -1.0088
H -2.2865 -0.8160 -0.4508
H -2.1465 -1.8380 -1.4518
O 2.4625 -1.0570 -1.9318
H 1.9025 -0.3040 -1.6428
H 2.6815 -1.5040 -1.1008
O 3.3175 1.1400 -0.3548
H 3.1885 1.9660 -0.8648
H 2.5075 0.9810 0.1352
O 1.2005 -2.8530 2.6272
H 1.8135 -2.4480 1.9802
H 0.3785 -2.7660 2.1692
O 0.6205 2.2250 2.0992
H 0.6835 1.4690 1.4442
H 0.9315 3.0270 1.6512
O 0.8255 -0.3390 3.5272
H 1.1525 -1.2560 3.3222
H 0.7055 -0.0620 2.6462
O 2.8045 -1.7730 0.7002
H 3.4425 -1.7920 1.4062
H 2.2115 -1.0240 0.8432
O -4.5475 0.9500 0.0232
H -3.7175 1.2950 0.2672
H -4.7925 0.4130 0.7892
O -1.0795 -2.4660 1.3762
H -0.8025 -1.7440 0.8402
H -1.9935 -2.5240 1.2062
O -0.6155 -0.9410 -2.9448
H -0.2425 -0.3750 -2.2358
H -0.2235 -0.6360 -3.8108
O 1.7615 1.6200 -3.3428
H 1.2615 1.4560 -2.5108
H 1.7385 0.7630 -3.7328
*
```

E_HOMO (eV): -4.4
Energy relative to the best compared isomer or geometry (same formula, charge and spin) (kcal/mol): 20.62
Energy (hartree): -1486.9702
Gap between HOMO and LUMO (eV): 9.6

***

Below is the ion C6H6O2P with charge -1 in a non-equilibrium geometry, with properties calculated with the ωB97M-V functional and the def2-TZVPD basis.

Structure (ORCA input):
```
! wB97M-V def2-TZVPD RIJCOSX def2/J DEFGRID3
* xyz -1 1
C -2.1157 -0.2774 0.0159
C -1.5690 0.9037 -0.4169
C -1.3034 -1.3823 0.3107
C -0.1725 1.0945 -0.3939
C 0.0905 -1.1962 0.2968
C 0.6065 0.0252 0.0533
O 3.1240 -0.5516 1.0241
O 2.8734 0.4821 -1.3178
P 2.3822 0.2944 0.0763
H -3.1947 -0.4921 -0.1595
H -2.2307 1.6394 -0.7252
H -1.7486 -2.3876 0.4435
H 0.1750 2.1266 -0.6432
H 0.8541 -1.7858 0.8539
H 2.2289 1.5070 0.5821
*
```

E_HOMO (eV): -4.8
Energy relative to the best compared isomer or geometry (same formula, charge and spin) (kcal/mol): 0.00
Energy (hartree): -724.1589
Gap between HOMO and LUMO (eV): 8.4
Structure (SMILES): O=[P@@H]([O-])c1ccccc1

***

Below is a cluster of 2 separate species, C5H11NO in total, with properties calculated with the ωB97M-V functional and the def2-TZVPD basis.

Structure (ORCA input):
```
! wB97M-V def2-TZVPD RIJCOSX def2/J DEFGRID3
* xyz 0 1
C 0.8991 -1.6712 1.2325
C -0.2695 -1.4578 0.2838
N -0.4407 -0.0376 -0.0026
C -1.0823 0.2953 -1.2438
C 0.3916 0.4754 -1.0871
C 0.9444 1.8518 -0.9028
O 0.3150 2.7600 -0.4164
H 1.0133 -2.7320 1.4769
H 0.7419 -1.1115 2.1591
H 1.8360 -1.3240 0.7818
H -0.1222 -2.0413 -0.6439
H -1.2017 -1.8087 0.7409
H -1.4096 -0.5178 -1.8933
H -1.7127 1.1812 -1.2229
H 1.0399 -0.2377 -1.5995
H 1.9848 2.0051 -1.2582
H -1.6731 2.3721 2.0431
H -1.2541 1.9987 1.5524
*
```

E_HOMO (eV): -9.5
Energy relative to the best compared isomer or geometry (same formula, charge and spin) (kcal/mol): 72.33
Energy (hartree): -327.0161
Gap between HOMO and LUMO (eV): 10.4
Structure (SMILES): CCN1C[C@H]1C=O.[H][H]

***

Below is a structure of composition C28H67GaNO12S2, with properties calculated with the ωB97M-V functional and the def2-TZVPD basis.

Structure (ORCA input):
```
! wB97M-V def2-TZVPD RIJCOSX def2/J DEFGRID3
* xyz -1 1
S 0.0103 -2.8007 -0.0536
C 0.1059 -2.2292 -1.5666
S -1.2219 -2.3377 -2.6796
C -2.6112 -1.8712 -1.5721
C -3.7693 -1.2747 -2.3502
C -4.6150 -0.3371 -1.4704
Ga -4.6066 -0.6208 0.5886
N 1.2218 -1.5172 -2.1268
C 2.4954 -2.1408 -1.9718
C 3.6529 -1.4172 -1.6922
C 4.8794 -2.0611 -1.5854
C 4.9686 -3.4324 -1.7612
C 3.8208 -4.1528 -2.0767
C 2.5993 -3.5143 -2.1875
C 1.1070 -0.1327 -1.6683
C 1.4071 0.2111 -0.3522
C 1.2472 1.5210 0.0724
C 0.7679 2.4926 -0.7992
C 0.4770 2.1440 -2.1100
C 0.6435 0.8337 -2.5476
H -2.1863 -1.1607 -0.8668
H -2.9011 -2.7537 -1.0152
H -3.3635 -0.7443 -3.2188
H -4.4033 -2.0684 -2.7491
H -4.3035 0.6939 -1.6388
H -5.6575 -0.4296 -1.7764
H -3.5540 0.4513 1.2359
H -6.0344 -0.3909 1.2342
H -4.0453 -2.0960 0.9925
H 3.6107 -0.3487 -1.5506
H 5.7592 -1.4778 -1.3544
H 5.9159 -3.9424 -1.6625
H 3.8684 -5.2221 -2.2285
H 1.7192 -4.0878 -2.4426
H 1.7559 -0.5424 0.3391
H 1.4910 1.7657 1.0964
H 0.6210 3.5013 -0.4489
H 0.0931 2.8976 -2.7836
H 0.4041 0.5757 -3.5634
C 8.7023 -2.4579 -1.1334
O 8.2111 -1.4899 -2.0603
H 7.8421 -2.9918 -0.7368
H 9.3703 -3.1622 -1.6291
H 9.2305 -1.9762 -0.3062
H 8.9670 -1.0107 -2.4088
C -8.0172 2.2671 3.1836
O -7.8162 1.4861 2.0185
H -7.3032 1.9205 3.9286
H -7.8240 3.3255 2.9755
H -9.0304 2.1616 3.5845
H -8.4359 1.7835 1.3471
C -11.4176 2.4888 5.9875
O -11.5151 2.5656 4.5725
H -10.4612 2.0241 6.2136
H -11.4436 3.4798 6.4498
H -12.2151 1.8748 6.4157
H -12.3545 2.9745 4.3479
C -1.5394 -1.2936 3.7869
O -0.8386 -2.5226 3.6019
H -1.3902 -0.9966 4.8240
H -1.1520 -0.5086 3.1329
H -2.6079 -1.4068 3.5949
H -0.9770 -2.7780 2.6861
C 1.8698 -4.5439 4.6593
O 2.2140 -5.4891 3.6414
H 2.6428 -4.5812 5.4196
H 1.8190 -3.5337 4.2493
H 0.9072 -4.7937 5.1118
H 1.5314 -5.4487 2.9665
C 12.1594 -4.4402 -3.7504
O 10.9994 -4.1930 -2.9651
H 13.0189 -4.1570 -3.1481
H 12.2487 -5.4970 -4.0151
H 12.1600 -3.8442 -4.6669
H 10.2313 -4.4404 -3.4882
C 0.5555 6.9058 -0.9616
O -0.0923 5.7911 -0.3478
H 1.5077 7.0470 -0.4604
H 0.7355 6.7171 -2.0246
H -0.0342 7.8142 -0.8527
H -0.9392 5.6628 -0.7836
C 2.1929 -1.1697 -5.4228
O 0.8166 -0.8268 -5.5121
H 2.7077 -0.6368 -6.2202
H 2.6212 -0.8698 -4.4628
H 2.3522 -2.2435 -5.5590
H 0.3531 -1.3003 -4.8083
C -6.8599 5.9536 1.3428
O -7.2295 4.7589 0.6759
H -7.7610 6.5544 1.4482
H -6.4554 5.7524 2.3393
H -6.1227 6.5271 0.7721
H -6.4456 4.2070 0.5872
C 3.9053 -2.0265 7.4601
O 3.8249 -3.3820 7.0393
H 2.8870 -1.6517 7.5209
H 4.3739 -1.9356 8.4446
H 4.4615 -1.4152 6.7444
H 4.7187 -3.7285 6.9757
C -1.4591 -3.9949 -6.3359
O -0.8555 -5.2417 -5.9992
H -1.8759 -4.0969 -7.3352
H -2.2629 -3.7483 -5.6383
H -0.7238 -3.1859 -6.3393
H -0.4923 -5.1554 -5.1133
C 0.1540 9.9397 1.3760
O 1.0276 9.7287 0.2725
H -0.3697 9.0022 1.5479
H 0.7054 10.2033 2.2821
H -0.5815 10.7206 1.1647
H 1.5040 10.5457 0.1043
*
```

E_HOMO (eV): -4.8
Energy (hartree): -4785.5967
Gap between HOMO and LUMO (eV): 6.6

***

Below is a cluster of 4 separate species, C3H13NO3 in total in a non-equilibrium geometry, with properties calculated with the ωB97M-V functional and the def2-TZVPD basis.

Structure (ORCA input):
```
! wB97M-V def2-TZVPD RIJCOSX def2/J DEFGRID3
* xyz 0 1
C 2.4795 1.0838 0.4557
C 1.2260 0.2303 0.0988
C -0.4784 1.7379 0.6357
N -0.0001 0.5790 0.8603
H 3.3210 0.7441 -0.1565
H 2.2977 2.1427 0.2921
H 2.8450 0.8693 1.4628
H 1.5244 -0.7232 0.5021
H 1.1911 0.2410 -0.9932
H 0.1550 2.6147 0.4858
H -1.4547 1.9543 1.0763
H -0.6597 -1.3583 -2.2834
H -0.0284 -1.1006 -3.6612
O 0.1665 -1.3429 -2.7648
H -1.1520 -1.6316 2.1260
H -2.5496 -1.8950 1.7355
O -2.0214 -1.6337 2.5207
H -2.9018 -1.3309 -0.8619
H -1.7961 -0.4018 -0.3578
O -2.1639 -0.7791 -1.1729
*
```

E_HOMO (eV): -9.8
Energy relative to the best compared isomer or geometry (same formula, charge and spin) (kcal/mol): 38.45
Energy (hartree): -402.5192
Gap between HOMO and LUMO (eV): 10.3
Structure (SMILES): C=NCC.O.O.O